Formula: C7H11N
Source: the Open Molecules 2025 dataset
Level of theory: ωB97M-V with the def2-TZVPD basis set

## Properties
**Energy above the lowest of the compared OMol25 structures with the same formula, charge and spin**: 685.69 kJ/mol
**E_HOMO**: -9.00 eV
**Calculated total energy**: -327.8268 Eh
**Total charge**: 0

Geometry (Å):
C (-1.4509, 1.1262, -0.2154)
C (-1.9384, -0.1780, 0.4813)
C (-0.9120, -1.1402, -0.1565)
C (0.6265, -1.2507, -0.3209)
C (1.7761, -0.4225, 0.6143)
C (1.6182, 0.9948, -0.2686)
C (0.0573, 0.7057, -0.2889)
H (-1.2728, 2.0156, 0.3031)
H (-1.9091, 1.3180, -1.1543)
H (-2.8591, -0.7119, 0.1796)
H (-1.8807, -0.1504, 1.5873)
H (-1.4209, -1.9360, -0.5973)
H (1.0897, -2.1245, -0.8398)
H (1.3649, -0.1959, 1.6636)
H (2.6997, -0.9998, 0.3448)
H (2.0520, 1.7326, 0.2760)
H (2.3218, 0.9388, -1.2492)
H (0.1917, 0.5885, 0.7734)
N (-0.1542, -0.3101, -1.1326)

=====

Formula: AsF6H24O12
Source: the Open Molecules 2025 dataset
Level of theory: ωB97M-V with the def2-TZVPD basis set

## Properties
**Energy above the lowest of the compared OMol25 structures with the same formula, charge and spin**: 73.94 kJ/mol
**E_HOMO**: -7.93 eV
**Calculated total energy**: -3752.4990 Eh
**Total charge**: -1

Geometry (Å):
As (0.8536, -0.0233, -0.2147)
F (1.0818, -1.7479, -0.3642)
F (1.4097, 0.1441, -1.8406)
F (0.6082, 1.7056, -0.1042)
F (0.3692, -0.1086, 1.4409)
F (2.5077, 0.0832, 0.3084)
F (-0.7835, -0.1256, -0.7702)
O (-2.5121, 1.5052, -2.1253)
H (-1.9903, 0.7071, -1.9804)
H (-3.4094, 1.1923, -2.2581)
O (0.0137, 2.9931, -3.3657)
H (-0.4936, 2.8746, -2.5550)
H (-0.5977, 3.4303, -3.9631)
O (-1.4319, -0.1862, 4.5400)
H (-0.8390, 0.2457, 3.9138)
H (-0.9341, -0.9407, 4.8686)
O (-4.1946, -0.0483, 0.0300)
H (-4.2272, -0.3171, -0.8951)
H (-3.4014, -0.4806, 0.3707)
O (-1.3169, 2.1774, 1.6234)
H (-0.6098, 2.1182, 0.9617)
H (-2.1182, 2.3278, 1.1136)
O (0.7814, -2.8007, -2.8698)
H (1.7180, -2.6615, -3.0294)
H (0.6732, -2.6322, -1.9242)
O (4.7069, 1.1801, 1.7874)
H (4.3037, 0.9428, 0.9444)
H (5.4259, 1.7760, 1.5622)
O (2.0336, 1.6559, 3.3406)
H (2.9315, 1.7823, 3.0137)
H (1.6625, 0.9941, 2.7483)
O (0.6641, -3.2526, 1.9546)
H (0.1646, -3.9114, 1.4662)
H (0.8446, -2.5621, 1.3025)
O (4.3076, 0.2519, -2.7476)
H (3.5067, -0.1076, -2.3492)
H (4.3268, 1.1647, -2.4493)
O (-2.1045, -1.4628, 1.8622)
H (-1.4460, -0.7941, 1.6436)
H (-1.9492, -1.6420, 2.7931)
O (-3.6647, -1.7122, -2.2493)
H (-2.7459, -1.6434, -2.5318)
H (-4.1250, -2.0918, -3.0029)

=====

Formula: C6H12N3
Source: the Open Molecules 2025 dataset
Level of theory: ωB97M-V with the def2-TZVPD basis set

## Properties
**Energy above the lowest of the compared OMol25 structures with the same formula, charge and spin**: 272.34 kJ/mol
**E_HOMO**: -13.16 eV
**Calculated total energy**: -399.7773 Eh
**Total charge**: +1

Geometry (Å):
C (-1.9281, 0.4253, 0.1079)
C (-1.2525, -0.4828, 1.9452)
C (-0.5610, 0.7594, 0.2611)
C (0.1342, 2.0405, -0.0870)
C (0.8504, -1.9361, -0.2596)
C (0.4198, -0.7297, -1.0088)
N (-2.2804, -0.3824, 1.1202)
N (-0.2642, 0.2924, 1.4750)
N (1.3589, 0.0800, -1.4920)
H (-2.6304, 0.6011, -0.7397)
H (-1.3199, -0.9091, 2.9054)
H (-0.3951, 2.8021, 0.5053)
H (0.3109, 2.3299, -1.0292)
H (1.1226, 2.1386, 0.2564)
H (1.7955, -1.8389, 0.2683)
H (0.8519, -2.5972, -1.0887)
H (-0.0284, -2.1676, 0.3314)
H (-0.4919, -0.9781, -1.5801)
H (2.3531, -0.0708, -1.2404)
H (0.6793, 0.1838, 1.7833)
H (1.2752, 0.4397, -2.4340)